# 1
{"formula": "C5H10O2", "method": "the ωB97M-V functional and the def2-TZVPD basis", "smiles": "OC[C@H]1CCOC1", "energy_ha": -346.9664, "de_lowest_kcal_mol": 37.0, "lumo_energy_ev": 0.8655, "species": ["O", "C", "C", "C", "C", "O", "C", "H", "H", "H", "H", "H", "H", "H", "H", "H", "H"], "xyz": [[2.3199, 0.3973, 0.7498], [1.5882, -0.6394, 0.1231], [0.0974, -0.4166, 0.3574], [-0.3306, 1.0533, 0.3145], [-1.8038, 0.9441, -0.0619], [-1.9175, -0.1968, -0.9019], [-0.7820, -1.0329, -0.7432], [3.2316, 0.3379, 0.4412], [1.7838, -0.6492, -0.9607], [1.8902, -1.6212, 0.5189], [-0.1888, -0.8354, 1.3305], [-0.1693, 1.5614, 1.2685], [0.2347, 1.5926, -0.4534], [-2.1735, 1.8162, -0.6118], [-2.4341, 0.8116, 0.8310], [-0.2346, -1.0715, -1.6982], [-1.1115, -2.0513, -0.5039]], "forces_ev_per_angstrom": [[0.320, 0.044, 0.050], [-0.241, -0.295, -0.222], [-0.029, -0.014, 0.026], [0.005, 0.069, -0.024], [-0.022, 0.242, 0.163], [-0.093, -0.020, -0.054], [0.223, -0.237, -0.016], [-0.121, 0.062, 0.161], [-0.027, 0.090, 0.134], [-0.046, 0.127, -0.079], [0.045, 0.059, -0.119], [-0.017, -0.054, -0.169], [-0.083, -0.080, 0.047], [0.047, -0.135, 0.077], [0.099, -0.003, -0.103], [-0.086, 0.007, 0.140], [0.026, 0.138, -0.013]], "nbo_charge": [-0.72, -0.05, -0.27, -0.42, -0.07, -0.53, -0.06, 0.47, 0.15, 0.16, 0.20, 0.23, 0.21, 0.19, 0.16, 0.16, 0.18]}

---

# 2
{"formula": "C24H34O24", "method": "the ωB97M-V functional and the def2-TZVPD basis", "smiles": "COC(=O)OC.O=C1OCCO1.O=C1OCCO1.O=C1OCCO1.O=C1OCCO1.O=C1OCCO1.O=C1OCCO1.O=C1OCCO1", "energy_ha": -2740.7305, "de_lowest_kcal_mol": 0.0, "lumo_energy_ev": -0.3484, "species": ["C", "C", "O", "C", "O", "O", "H", "H", "H", "H", "C", "C", "O", "C", "O", "O", "H", "H", "H", "H", "C", "C", "O", "C", "O", "O", "H", "H", "H", "H", "C", "C", "O", "C", "O", "O", "H", "H", "H", "H", "C", "C", "O", "C", "O", "O", "H", "H", "H", "H", "C", "C", "O", "C", "O", "O", "H", "H", "H", "H", "C", "C", "O", "C", "O", "O", "H", "H", "H", "H", "C", "O", "C", "O", "O", "C", "H", "H", "H", "H", "H", "H"], "xyz": [[-3.1431, 1.1321, 5.8739], [-2.2982, 0.9471, 4.5916], [-1.7367, 2.2298, 4.3932], [-2.3476, 3.1565, 5.1928], [-2.2356, 4.3229, 5.0222], [-3.0841, 2.5369, 6.1226], [-2.6759, 0.6193, 6.7117], [-4.1743, 0.8385, 5.6916], [-2.9086, 0.7657, 3.7130], [-1.5782, 0.1574, 4.8014], [-0.7320, 4.9451, -0.6627], [-1.7745, 3.9393, -0.1581], [-2.9939, 4.4912, -0.6904], [-2.7026, 5.3948, -1.6109], [-3.5253, 5.9255, -2.2909], [-1.3863, 5.6561, -1.6955], [0.1010, 4.3699, -1.0729], [-0.3719, 5.6452, 0.0908], [-1.7105, 3.8473, 0.9243], [-1.5229, 2.9534, -0.5471], [0.6723, -5.4258, -1.0821], [1.4520, -4.1591, -0.6982], [1.8015, -3.5986, -1.9594], [1.5342, -4.4702, -2.9665], [1.7750, -4.2930, -4.1145], [0.7808, -5.4987, -2.5156], [-0.3757, -5.4149, -0.7978], [1.1580, -6.3308, -0.7222], [2.3314, -4.4216, -0.1155], [0.7918, -3.4597, -0.1914], [6.0533, -1.8554, -1.6959], [4.7917, -2.2255, -0.8973], [5.2364, -3.2644, -0.0514], [6.4960, -3.6605, -0.4047], [7.1019, -4.5081, 0.1650], [6.9139, -2.9623, -1.4686], [6.4816, -0.9464, -1.2754], [5.9142, -1.6705, -2.7565], [3.9407, -2.4685, -1.5333], [4.5348, -1.3095, -0.3646], [1.2204, -0.2273, -0.1464], [1.2461, 1.1529, 0.5240], [-0.0622, 1.2576, 1.0732], [-0.6768, 0.0684, 1.0932], [-1.6451, -0.2316, 1.7247], [0.0368, -0.8288, 0.3882], [2.0788, -0.8449, 0.1034], [1.0281, -0.1682, -1.2185], [1.3730, 1.9258, -0.2313], [2.0504, 1.2346, 1.2549], [5.4561, 3.8907, -0.6912], [4.0016, 3.6349, -0.3409], [3.6537, 2.5566, -1.2102], [4.7749, 1.8841, -1.4593], [4.8027, 0.7691, -1.8916], [5.8806, 2.6278, -1.2256], [6.0844, 4.1592, 0.1575], [5.5866, 4.7091, -1.4042], [3.3559, 4.4928, -0.5301], [3.8894, 3.4560, 0.7326], [-4.4897, 0.9800, 0.5787], [-4.8892, 0.1064, 1.7858], [-5.0750, 1.0322, 2.8371], [-4.9206, 2.2964, 2.4109], [-5.0696, 3.2555, 3.0886], [-4.5331, 2.3110, 1.1258], [-5.2013, 0.8456, -0.2318], [-3.4508, 0.8325, 0.3039], [-4.0164, -0.5193, 1.9711], [-5.7685, -0.4975, 1.5805], [-1.8392, -4.5217, -4.2968], [-1.9397, -4.0113, -2.9727], [-2.9390, -3.2185, -2.6177], [-3.7982, -2.7556, -3.3353], [-2.8075, -2.9516, -1.3205], [-3.5166, -1.8480, -0.7754], [-1.5070, -5.5557, -4.2075], [-1.1137, -3.9328, -4.8511], [-2.7979, -4.6003, -4.8093], [-3.1848, -1.7861, 0.2553], [-4.6028, -1.9448, -0.8138], [-3.2595, -0.9659, -1.3628]], "forces_ev_per_angstrom": [[0.307, 0.104, -0.573], [-0.846, 0.129, 0.688], [0.612, 0.307, 0.037], [0.106, -0.490, -0.785], [0.132, 0.184, 0.413], [-0.359, 0.164, 0.221], [-0.315, -0.051, 0.130], [-0.035, -0.011, 0.348], [0.097, -0.539, 0.145], [0.366, 0.259, -0.602], [0.581, -0.602, 0.160], [0.742, 0.605, -0.025], [0.522, -1.415, 1.331], [-0.995, 1.058, -1.193], [0.192, -0.028, 0.017], [0.257, -0.191, 0.117], [0.181, 0.403, -0.101], [-0.097, -0.017, 0.046], [-0.805, 0.252, 0.071], [-0.640, -0.093, -0.368], [0.329, -0.603, -0.334], [-0.833, -0.450, -0.158], [0.658, -0.091, -0.229], [-1.359, 0.162, -0.048], [0.479, 0.126, 0.014], [0.406, 0.311, 0.364], [-0.050, 0.101, -0.089], [-0.147, 0.027, 0.319], [0.158, 0.338, -0.010], [0.243, 0.138, 0.185], [-0.258, 0.349, 0.173], [0.311, 1.365, -0.923], [-0.183, -0.165, 0.216], [-0.334, -0.052, 0.157], [-0.053, 0.068, -0.167], [0.467, -0.120, -0.151], [0.302, -0.153, -0.003], [-0.081, -0.345, -0.038], [0.095, -0.615, 0.154], [-0.222, -0.369, 0.550], [-0.497, 0.126, -0.331], [0.186, -0.319, -1.101], [-0.261, 0.671, 0.561], [0.889, -1.026, 0.498], [-0.263, 0.582, -0.415], [-0.138, -0.258, 0.287], [-0.032, -0.040, -0.182], [0.578, 0.014, -0.017], [-0.012, 0.105, 0.166], [-0.402, 0.072, 0.392], [0.411, 0.599, 0.093], [-0.085, 1.386, 0.272], [-0.513, 0.344, 1.069], [1.018, -1.017, -1.018], [-0.089, 0.343, 0.208], [-0.564, 0.123, 0.228], [-0.120, -0.312, 0.117], [-0.069, -0.406, -0.362], [0.052, -0.116, -0.368], [-0.123, -0.864, -0.185], [-0.181, 0.418, 0.895], [1.121, -0.121, -0.957], [-0.486, -0.663, 0.505], [0.203, 0.223, -0.292], [0.007, 0.155, 0.218], [-0.327, 0.017, -0.618], [0.211, 0.402, -0.258], [-0.120, -0.290, -0.365], [-0.305, -0.241, 0.572], [-0.185, 0.118, 0.333], [-0.338, -0.671, -0.393], [0.128, -0.284, 0.652], [-0.699, 0.878, -0.900], [0.479, -0.383, 0.358], [0.353, -0.585, 0.464], [-0.162, 0.202, -0.457], [0.380, 0.192, 0.139], [-0.078, -0.004, -0.089], [-0.073, 0.598, 0.122], [0.100, 0.171, -0.027], [0.027, -0.366, -0.113], [0.047, 0.176, 0.241]], "mulliken_charge": [-0.36, 0.44, -0.32, 0.65, -0.52, -0.36, 0.30, 0.26, -0.50, 0.35, -0.07, 0.18, -0.26, 0.52, -0.56, -0.35, 0.09, 0.22, 0.28, -0.07, -0.33, 0.08, -0.25, 0.70, -0.55, -0.36, 0.27, 0.27, 0.25, -0.01, -0.22, 0.49, -0.41, 0.56, -0.53, -0.36, 0.19, 0.32, 0.06, -0.11, -0.14, 0.17, -0.26, 0.41, -0.43, -0.32, 0.10, 0.28, -0.04, 0.16, -0.40, -0.31, -0.25, 0.60, -0.50, -0.32, 0.30, 0.26, 0.36, 0.26, 0.31, -0.18, -0.40, 0.57, -0.51, -0.34, 0.44, -0.33, 0.21, 0.33, -0.81, -0.21, 0.65, -0.59, -0.29, -0.69, 0.25, 0.30, 0.42, 0.26, 0.36, 0.33]}

---

# 3
{"formula": "C30H74Cl3N8O15S", "method": "the ωB97M-V functional and the def2-TZVPD basis", "energy_ha": -4532.9207, "total_charge": -1, "lumo_energy_ev": 1.7332, "species": ["C", "C", "O", "N", "H", "H", "C", "H", "H", "H", "H", "H", "H", "S", "O", "O", "O", "O", "O", "C", "N", "C", "H", "H", "H", "H", "H", "O", "C", "N", "C", "H", "H", "H", "H", "H", "O", "C", "N", "C", "H", "H", "H", "H", "H", "O", "C", "N", "C", "H", "H", "H", "H", "H", "C", "Cl", "Cl", "Cl", "H", "C", "O", "C", "C", "N", "C", "C", "O", "C", "H", "H", "H", "H", "H", "H", "H", "H", "H", "H", "H", "H", "H", "H", "H", "C", "O", "C", "C", "N", "C", "C", "O", "C", "H", "H", "H", "H", "H", "H", "H", "H", "H", "H", "H", "H", "H", "H", "H", "C", "O", "C", "C", "N", "C", "C", "O", "C", "H", "H", "H", "H", "H", "H", "H", "H", "H", "H", "H", "H", "H", "H", "H"], "xyz": [[-1.6598, 0.2408, 1.7413], [-0.6155, -0.1651, 0.7607], [0.2305, -0.9728, 0.9702], [-0.5240, 0.7016, -0.4288], [-1.5084, 0.9068, -0.7047], [-0.1399, 1.6820, -0.2244], [0.2030, 0.0226, -1.5417], [-1.2567, 0.7870, 2.5830], [-2.1556, -0.6680, 2.0905], [-2.4671, 0.8299, 1.3064], [1.1621, -0.2944, -1.1412], [0.3462, 0.8030, -2.2800], [-0.3621, -0.8209, -1.9260], [0.6642, 3.4208, 1.6557], [1.1746, 2.1427, 2.2114], [0.0781, 3.1815, 0.2756], [-0.3293, 4.0334, 2.5423], [1.7411, 4.3880, 1.3591], [-3.4986, 1.2559, 3.9893], [-3.7934, 2.3150, 3.4313], [-2.9556, 3.3358, 3.2153], [-5.2131, 2.4505, 2.8753], [-1.9435, 3.2370, 3.3412], [-3.3968, 4.1035, 2.7464], [-5.2966, 2.0364, 1.8696], [-5.5427, 3.4914, 2.8062], [-5.8543, 1.8953, 3.5541], [-1.4409, 1.5109, -4.0081], [-1.8662, 1.1438, -5.1127], [-1.2390, 0.1896, -5.8256], [-3.0350, 1.8476, -5.7628], [-1.4597, 0.0999, -6.8009], [-0.2883, -0.0364, -5.5168], [-3.3383, 2.7219, -5.1997], [-3.8845, 1.1631, -5.8352], [-2.7467, 2.0884, -6.7873], [1.7247, 0.3988, -5.5409], [2.1333, 1.4047, -4.9563], [1.2942, 2.1833, -4.2473], [3.6104, 1.6525, -4.7996], [0.2991, 1.9783, -4.3323], [1.6514, 2.7738, -3.5165], [3.8317, 2.5489, -4.2234], [4.0614, 1.6702, -5.7904], [4.0497, 0.8116, -4.2617], [0.5929, 2.9049, 6.1731], [-0.3168, 2.1269, 5.9127], [-0.4852, 1.5195, 4.7086], [-1.4143, 1.8164, 6.9142], [0.1746, 1.6236, 3.9369], [-1.4245, 1.1877, 4.5287], [-1.3408, 2.2375, 7.9160], [-1.4072, 0.7415, 7.1258], [-2.3747, 2.1464, 6.5112], [-0.6028, -5.0657, 2.7469], [0.8248, -4.9813, 3.8016], [-1.1519, -3.4390, 2.3403], [-1.8824, -5.9809, 3.5327], [-0.2417, -5.4859, 1.8156], [5.3548, -4.9919, 2.7208], [4.3723, -4.0902, 2.2725], [3.6416, -4.6388, 1.2101], [2.5977, -3.6727, 0.6756], [1.8370, -4.4222, -0.3376], [1.0277, -3.5598, -1.1574], [0.3356, -4.3946, -2.2327], [-0.3395, -3.5549, -3.1485], [-1.2737, -4.2385, -3.9368], [6.0447, -4.4509, 3.3678], [5.9329, -5.4693, 1.9211], [4.8877, -5.7904, 3.3151], [3.1025, -5.5286, 1.5663], [4.2513, -4.9636, 0.3543], [3.0323, -2.7567, 0.2590], [1.9037, -3.3640, 1.4613], [2.3761, -5.1809, -0.7171], [1.7091, -2.9097, -1.7351], [0.3182, -2.9056, -0.6597], [-0.2879, -5.1302, -1.7098], [1.1158, -4.9089, -2.8066], [-1.2762, -3.7373, -4.9102], [-2.2782, -4.2701, -3.5117], [-0.9709, -5.2513, -4.2348], [-5.8614, 4.8371, -1.0460], [-5.0040, 4.3133, -2.0216], [-3.6240, 4.5057, -1.7325], [-2.9790, 3.4373, -0.8631], [-2.8024, 2.1214, -1.4889], [-4.0914, 1.4520, -1.6967], [-3.8442, -0.0249, -1.9872], [-3.3922, -0.6275, -0.7695], [-3.1594, -2.0197, -0.9132], [-6.8747, 4.7845, -1.4415], [-5.6353, 5.8975, -0.8706], [-5.8305, 4.3402, -0.0697], [-3.4693, 5.4862, -1.2640], [-3.1210, 4.5493, -2.7036], [-3.5076, 3.3978, 0.0924], [-1.9602, 3.7813, -0.6425], [-2.3304, 2.2159, -2.3838], [-4.6351, 1.9080, -2.5339], [-4.7593, 1.5760, -0.8425], [-2.9659, -0.0330, -2.6482], [-4.7345, -0.5575, -2.3349], [-4.0975, -2.5284, -1.1729], [-2.8393, -2.3729, 0.0668], [-2.4024, -2.2081, -1.6801], [5.1616, -0.7129, -1.4051], [3.8689, -0.2623, -1.0752], [3.8430, 1.0938, -0.6107], [4.4139, 1.3103, 0.7849], [3.6231, 0.8341, 1.8909], [3.3795, -0.6024, 1.9140], [2.5920, -0.9674, 3.1597], [3.3169, -0.9651, 4.3798], [4.5831, -1.5388, 4.2889], [5.5273, -1.4111, -0.6458], [5.8337, 0.1191, -1.6255], [5.1044, -1.3163, -2.3215], [2.7940, 1.4005, -0.5646], [4.3043, 1.7024, -1.4029], [4.5351, 2.3886, 0.9299], [5.4375, 0.9127, 0.8547], [2.7758, 1.4135, 2.0143], [4.3353, -1.1199, 1.7592], [2.8409, -0.9296, 1.0154], [2.1768, -1.9730, 2.9810], [1.7789, -0.2649, 3.3172], [5.0055, -1.6720, 5.2831], [5.2676, -0.8595, 3.7614], [4.6127, -2.4728, 3.7137]], "forces_ev_per_angstrom": [[-1.265, -0.509, -0.410], [0.745, 1.957, 1.148], [0.033, -0.874, -0.424], [-0.866, -1.968, -0.751], [0.143, 0.410, -0.181], [0.390, 1.159, 1.082], [0.226, 0.964, 0.572], [0.403, -0.067, -0.122], [0.180, 0.027, 0.307], [0.250, 0.170, -0.180], [0.057, -0.141, -0.175], [0.054, -0.294, -0.345], [-0.057, -0.002, -0.055], [1.802, 2.694, -1.361], [-0.714, -0.544, 0.040], [-1.158, -1.748, -0.483], [-0.791, -0.643, 0.262], [0.081, -0.769, 0.859], [0.222, 0.314, -0.048], [-0.245, -0.780, -0.202], [-0.936, -0.730, 0.255], [0.163, 0.478, 0.310], [0.153, 0.671, -0.333], [0.807, 0.414, -0.152], [0.214, -0.213, 0.056], [-0.016, -0.031, 0.126], [-0.178, 0.016, -0.129], [-0.403, -0.423, -0.575], [0.348, 0.854, 0.291], [0.015, 0.138, 0.407], [-0.102, -0.793, -0.236], [0.065, -0.118, -0.039], [-0.062, -0.067, -0.281], [0.141, 0.074, 0.020], [-0.010, 0.028, 0.053], [-0.129, 0.278, 0.045], [-0.064, 0.457, -0.636], [-0.062, -1.218, 1.271], [0.179, 0.192, -0.656], [0.035, 0.034, -0.032], [0.286, 0.148, 0.600], [-0.174, 0.246, -0.064], [0.033, 0.139, -0.228], [0.094, 0.183, 0.050], [-0.151, -0.107, -0.029], [-0.259, -0.733, 0.023], [0.703, 1.326, 0.189], [-0.317, -0.337, 0.374], [-0.375, -0.582, 0.402], [0.046, 0.533, 0.153], [0.130, -0.209, -0.081], [0.631, 0.606, -0.328], [-0.385, -0.035, -0.468], [-0.065, -0.393, -0.090], [0.530, 0.589, 0.099], [-0.078, 0.002, -0.021], [0.004, -0.010, 0.061], [0.027, -0.192, -0.262], [-0.349, -0.426, 0.053], [-0.022, -0.181, 0.632], [0.532, -0.143, -0.749], [-0.935, 0.062, 0.062], [-0.287, -0.573, -0.201], [-0.722, 0.547, 2.133], [1.142, -0.349, -2.471], [0.534, 0.168, 0.479], [-0.347, -0.175, 0.617], [0.271, -0.005, -1.297], [-0.052, 0.058, -0.014], [-0.123, 0.210, -0.191], [0.053, -0.019, -0.060], [0.019, -0.110, -0.002], [0.467, 0.106, 0.195], [0.206, -0.165, -0.037], [0.154, 0.022, 0.046], [-0.135, 0.250, -0.861], [-0.254, 0.453, 0.168], [0.042, -0.315, 0.690], [-0.377, 0.011, -0.400], [-0.031, -0.384, 0.152], [-0.440, 0.308, 0.197], [-0.010, 0.040, 0.152], [0.151, -0.125, 0.592], [-0.206, 0.557, 0.029], [0.032, -0.150, 0.024], [0.187, 0.028, -0.183], [0.966, 0.509, -0.384], [-1.278, 0.057, 0.903], [-0.057, -0.319, -0.841], [0.827, 0.559, 1.107], [-0.198, -0.111, -0.076], [-0.349, 0.476, 0.225], [-0.033, -0.130, 0.054], [0.009, 0.001, 0.026], [0.143, -0.258, -0.104], [-0.080, -0.009, 0.061], [0.006, -0.107, -0.001], [0.040, -0.484, 0.013], [-0.127, 0.109, 0.288], [-0.026, 0.078, 0.028], [-0.065, -0.179, -0.088], [0.277, -0.044, 0.245], [-0.528, -0.445, -0.625], [0.135, 0.065, -0.352], [0.119, -0.083, -0.091], [0.157, -0.132, -0.136], [0.086, -0.176, 0.013], [-0.430, -0.611, -0.438], [-0.109, 0.120, -0.132], [-0.438, -0.041, -0.126], [0.390, 0.405, 0.250], [0.428, -0.060, -0.032], [-0.237, 1.143, -0.715], [0.335, -0.793, -0.230], [-0.185, -0.032, 0.224], [0.836, 0.288, -0.530], [0.371, 0.417, 0.217], [0.217, -0.050, 0.348], [-0.172, 0.124, -0.025], [-0.070, -0.157, -0.068], [0.267, 0.203, 0.296], [-0.126, 0.042, -0.159], [-0.045, -0.217, -0.101], [0.280, -0.474, -0.031], [0.053, -0.089, 0.605], [-0.543, 0.034, 0.295], [-0.076, 0.097, 0.271], [-0.103, 0.059, -0.190], [-0.278, -0.127, 0.180], [0.048, 0.062, 0.039], [-0.267, 0.009, 0.362]], "mulliken_charge": [0.47, 0.56, 0.24, 2.38, -0.98, -0.04, 0.45, -0.97, 0.44, -0.19, -0.26, 0.03, -0.30, 1.19, -0.94, -0.90, -0.88, -0.88, -0.64, 0.75, 0.01, -1.22, 0.17, 0.19, 0.10, 0.38, 0.37, -0.68, 0.89, -0.30, -1.46, 0.22, 0.21, 0.24, 0.34, 0.52, -0.74, 0.80, -0.21, -0.93, -0.10, 0.22, 0.31, 0.36, 0.09, -0.66, 0.78, 0.14, -1.03, -0.28, -0.02, 0.33, 0.29, 0.19, 0.12, -0.14, -0.04, -0.16, 0.12, -0.98, -0.20, -1.30, 1.97, -0.27, 0.76, -1.03, -0.12, -0.90, 0.27, 0.34, 0.35, 0.37, 0.36, -0.85, -0.73, 0.35, 0.00, -0.45, 0.44, 0.43, 0.25, 0.30, 0.36, -0.60, -0.28, -1.02, 0.22, 0.30, -0.88, -0.28, -0.24, -0.79, 0.27, 0.33, 0.14, 0.53, 0.24, -0.04, 0.04, 0.00, 0.48, 0.13, -0.11, 0.62, 0.43, 0.09, 0.30, -1.08, 0.01, 0.05, -1.09, 0.11, 0.76, 0.52, -0.47, -0.08, 0.21, 0.45, 0.24, -0.23, 0.46, 0.52, 0.33, 0.39, 0.68, -1.24, -0.08, -0.38, 0.35, 0.27, -0.23]}